# 1
18
Properties=species:S:1:pos:R:3:forces:R:3 method="wB97M-V/def2-TZVPD" de_lowest_kj_mol=212.08 homo_energy_ev=-9.461 total_energy_ha=-272.86788 lumo_energy_ha=0.03594 mol_weight_g_mol=88.15 orbital_gap_ev=10.439 largest_force_ev_per_a=2.41
C 1.94952 -0.53664 0.52108 -0.3 -0.1 0.0
C 1.16206 0.45148 -0.29779 0.9 1.8 0.7
C 0.61352 1.57157 0.22615 1.8 -0.7 -0.6
O 1.85769 -1.86305 0.03228 0.0 -0.2 -0.1
H 2.15497 -1.87717 -0.88445 0.0 0.0 0.1
H 1.56818 -0.56884 1.54406 0.1 0.0 0.0
H 3.00684 -0.22407 0.55819 -0.2 0.0 0.0
H 1.39036 0.42714 -1.35980 -0.4 -0.2 -0.2
H 0.43417 2.43916 -0.39128 -0.5 -0.1 -0.1
H 0.67319 1.76155 1.28888 -0.4 -0.2 0.2
C -2.17963 0.37342 0.20092 1.4 1.6 0.5
C -1.63159 -0.80951 -0.51754 2.1 -0.2 -0.2
H -1.29555 1.15276 0.22924 -2.2 -1.0 -0.2
H -2.37240 0.17100 1.25265 -0.2 -0.1 0.1
H -3.07396 0.78401 -0.26142 0.0 0.2 0.1
H -2.02354 -1.75640 -0.15624 0.2 -0.1 -0.1
H -1.76070 -0.74276 -1.59629 -0.2 -0.1 -0.1
H -0.47311 -0.75368 -0.38864 -2.0 -0.8 -0.1


# 2
18
Properties=species:S:1:pos:R:3:forces:R:3 method="wB97M-V/def2-TZVPD" de_lowest_kj_mol=379.69 homo_energy_ev=-7.810 total_energy_ha=-272.80404 lumo_energy_ha=0.03195 mol_weight_g_mol=88.15 orbital_gap_ev=8.680 largest_force_ev_per_a=1.44
C -1.43436 1.38994 -0.22602 -0.2 0.0 0.1
C -0.48016 0.51871 0.54739 -0.3 -0.9 -0.6
C -1.20824 -1.37182 0.03924 0.1 0.1 -0.5
C 0.92278 0.52498 0.01523 -0.1 -0.1 0.4
C 1.82023 -0.53636 0.63052 0.0 -0.1 0.0
O 0.92930 0.43162 -1.41548 0.2 -0.1 -0.2
H -1.12189 2.43908 -0.11130 0.0 -0.3 0.1
H -1.43798 1.18780 -1.30677 -0.1 0.0 0.2
H -2.45128 1.32189 0.16720 0.1 0.0 -0.1
H -0.88443 -0.47297 1.02740 0.3 0.9 1.1
H -0.89266 -2.26075 0.60743 0.1 0.5 -0.1
H -2.29944 -1.31503 0.02249 0.3 0.2 -0.1
H -0.76409 -1.34810 -0.94414 -0.1 -0.1 -0.2
H 1.31767 1.52073 0.30255 -0.2 -0.2 -0.1
H 2.86211 -0.40988 0.31215 -0.1 0.0 0.0
H 1.48984 -1.53152 0.31735 0.1 0.1 0.1
H 1.78365 -0.47311 1.72161 0.0 0.0 -0.1
H 1.84895 0.38481 -1.70684 -0.2 0.0 0.0


# 3
18
Properties=species:S:1:pos:R:3:forces:R:3 method="wB97M-V/def2-TZVPD" de_lowest_kj_mol=205.95 homo_energy_ev=-9.229 total_energy_ha=-272.87022 lumo_energy_ha=0.03443 mol_weight_g_mol=88.15 orbital_gap_ev=10.166 largest_force_ev_per_a=3.22
C -0.88924 2.62318 0.90937 0.1 1.0 0.1
C -2.17756 2.34450 1.69126 0.8 -0.5 1.1
C -3.26551 1.70411 0.90023 -2.5 0.8 -1.9
H -0.52692 3.60255 1.25587 0.5 -0.5 0.2
H -0.13252 1.84517 1.02649 -0.1 0.2 0.0
H -1.02383 2.84015 -0.15491 -0.4 -0.5 0.0
H -1.97281 1.70129 2.55871 0.4 0.0 -0.2
H -2.47262 3.27353 2.20359 -0.4 -0.2 -0.6
H -4.09197 1.19943 1.40589 0.5 -0.2 0.6
H -3.05689 1.09139 0.01440 0.9 -0.3 0.6
H -3.84468 2.48965 0.38206 0.2 0.2 0.1
C 3.70271 -4.22042 -2.26558 -0.7 1.1 0.8
C 3.33897 -2.98869 -1.88573 1.0 -0.5 -0.3
O 2.40370 -2.78077 -0.91569 -0.8 1.2 -1.0
H 4.68751 -4.40542 -2.66748 -0.4 -0.2 -0.7
H 2.94245 -4.94158 -1.98698 0.7 -0.8 0.2
H 3.76511 -2.07758 -2.31470 0.0 -0.1 0.5
H 2.61410 -3.30046 -0.15682 0.1 -0.7 0.6


# 4
18
Properties=species:S:1:pos:R:3:forces:R:3 method="wB97M-V/def2-TZVPD" de_lowest_kj_mol=85.19 homo_energy_ev=-9.797 total_energy_ha=-272.91621 lumo_energy_ha=0.03977 mol_weight_g_mol=88.15 orbital_gap_ev=10.879 largest_force_ev_per_a=1.90
C 2.63432 0.03130 -0.27122 -0.5 0.2 0.5
C 0.47756 -0.00792 0.76891 0.6 1.1 -0.3
C -0.99821 0.00412 0.41066 -0.5 -0.6 1.1
C -1.49295 1.18794 -0.37053 0.5 0.9 -0.1
C -1.42757 -1.26116 -0.30879 0.6 0.8 -1.6
H 3.10877 -0.62201 0.50795 -0.6 0.0 -0.7
H 2.84364 1.06460 0.13063 -0.3 -0.7 -0.8
H 3.08361 -0.16449 -1.26422 -0.1 0.3 0.7
H 0.79683 0.96570 1.23985 -0.4 -0.6 -0.3
H 0.72492 -0.77847 1.51591 -0.1 -0.2 -0.3
H -1.52158 -0.02788 1.38100 0.1 0.2 -0.1
H -2.58118 1.15699 -0.44953 0.1 0.1 -0.1
H -1.19056 2.15599 0.04091 -0.2 -0.1 0.3
H -1.03497 1.19076 -1.35167 -0.1 -0.2 -0.5
H -2.47769 -1.22866 -0.52531 -0.7 0.1 -0.1
H -0.90627 -1.38202 -1.28817 -0.2 0.1 0.7
H -1.24538 -2.10784 0.27561 0.4 -1.5 0.9
O 1.20671 -0.17696 -0.44199 1.5 0.0 0.7